[1]
94
Properties=species:S:1:pos:R:3:forces:R:3:mulliken_charge:R:1 method="wB97M-V/def2-TZVPD" e_above_lowest_kcal_mol=113.1 multiplicity=7 energy_ha=-3913.01695 homo_energy_ev="-13.48 / -13.48" total_charge=+3 s_squared=12.0413 molar_mass_g_mol=796.727 homo_lumo_gap_ev="2.96 / 3.07"
Eu -0.3709 -0.3194 -0.2195 1.966 2.247 4.978 0.38
P -1.9961 1.6455 -0.4269 -0.940 0.737 -0.518 1.22
P -2.3146 -1.7347 0.6058 -1.551 -0.919 -0.485 1.20
P 1.1731 0.8562 -1.8405 0.065 0.700 -2.012 1.24
H -1.4927 -2.3557 -2.0998 -0.610 0.134 0.377 0.33
C -0.5449 -1.8556 -2.0735 4.227 -4.169 1.467 -0.54
C 0.4520 -2.2686 -1.0977 -2.568 -2.076 -5.808 -0.51
H 0.2299 -3.0738 -0.4213 -0.307 0.132 0.620 0.34
C -3.0427 1.6916 -1.8588 -0.670 0.143 -0.806 -1.47
C -3.1004 1.7739 0.9432 -0.937 0.486 0.979 -1.05
C -1.2011 3.2178 -0.4140 0.428 1.512 0.182 -1.28
C -1.9645 -3.4701 0.5768 0.151 -1.286 0.220 -1.47
C -2.8484 -1.4429 2.2345 -0.793 0.205 1.935 -1.18
C -3.7735 -1.5971 -0.4262 -0.669 -0.260 -0.354 -1.42
C 2.4088 -0.2093 -2.5141 1.175 -0.819 -0.258 -1.65
C 2.0693 2.1889 -1.1691 1.137 1.483 0.726 -1.44
C 0.3487 1.4919 -3.2956 -0.069 0.267 -0.728 -1.34
H -0.2280 -1.4097 -2.9953 0.158 0.696 -0.207 0.26
H 1.4964 -2.1263 -1.3148 0.284 0.621 0.206 0.35
H -3.6552 2.5988 -1.7551 -0.037 -0.230 -0.289 0.48
H -3.6990 0.8155 -1.9219 0.097 0.263 0.027 0.37
H -2.4651 1.7480 -2.7888 -0.158 0.057 0.195 0.37
H -3.6596 2.7064 0.7670 -0.052 -0.236 0.289 0.66
H -2.5650 1.8647 1.8974 -0.112 0.020 -0.257 -0.11
H -3.8126 0.9514 1.0231 0.049 0.141 -0.118 0.43
H -2.0245 3.9485 -0.3954 0.380 0.109 0.011 0.62
H -0.5850 3.4124 -1.2969 -0.233 -0.050 0.160 0.47
H -0.5797 3.3655 0.4844 -0.299 -0.088 -0.280 0.09
H -2.8714 -3.9353 0.9703 0.157 -0.431 -0.031 0.54
H -1.1132 -3.7276 1.2298 -0.433 0.081 -0.137 0.22
H -1.7590 -3.8665 -0.4259 -0.231 0.093 0.230 0.47
H -3.8490 -1.8858 2.3108 0.060 0.074 0.353 0.66
H -2.9034 -0.3832 2.5293 0.010 -0.456 -0.206 0.08
H -2.1802 -1.9528 2.9455 -0.196 0.127 -0.180 0.34
H -4.4589 -2.3712 -0.0582 -0.175 0.189 -0.319 0.55
H -3.5535 -1.7770 -1.4904 -0.153 -0.012 0.382 0.29
H -4.2514 -0.6192 -0.3322 -0.003 -0.215 0.030 0.44
H 2.9952 0.4341 -3.1717 0.281 -0.307 -0.179 0.56
H 2.0048 -1.0489 -3.0969 0.091 0.406 -0.015 0.39
H 3.0685 -0.6263 -1.7307 -0.178 0.313 -0.311 0.39
H 2.6310 2.6195 -2.0056 0.132 0.228 0.256 0.55
H 2.7806 1.8447 -0.4005 -0.211 0.086 -0.266 0.35
H 1.4406 2.9713 -0.7172 0.257 -0.332 -0.245 0.32
H 1.1526 1.8542 -3.9467 -0.351 0.032 -0.227 0.43
H -0.3303 2.3150 -3.0653 0.169 -0.046 -0.053 0.36
H -0.2193 0.7094 -3.8216 0.304 0.263 0.045 0.35
C 1.8630 -1.0112 -7.5559 -0.500 -1.872 -1.990 0.84
C 1.1147 -0.7828 -8.7449 0.561 -0.143 0.954 -0.40
C 0.9575 -1.7945 -9.6893 0.162 -0.128 0.216 -0.55
C 1.5329 -3.0520 -9.4850 0.026 -0.004 0.071 -0.45
C 2.2718 -3.2955 -8.3229 -0.232 0.218 -0.228 -0.53
C 2.4355 -2.2931 -7.3732 -0.278 0.845 0.164 -0.44
S 2.1045 0.1866 -6.3338 -0.323 1.227 0.365 -0.24
H 1.3975 1.1910 -6.9394 0.411 -0.501 0.334 0.16
H 0.6676 0.1930 -8.9046 0.015 -0.078 -0.079 0.25
H 0.3805 -1.5970 -10.5918 0.156 -0.041 0.219 0.36
H 1.4060 -3.8435 -10.2307 0.063 0.354 0.313 0.37
H 2.7238 -4.2694 -8.1535 -0.069 0.172 -0.059 0.36
H 3.0108 -2.4785 -6.4662 -0.025 -0.069 -0.207 0.32
O 0.7011 0.2816 1.5634 -0.793 -0.760 -2.421 0.02
P 0.6803 0.3950 3.0567 0.814 0.804 3.811 1.15
C 2.2544 1.1942 3.4296 0.802 0.363 0.207 0.63
C 3.2090 0.6775 4.3200 -0.802 -1.053 0.552 -0.35
C 4.4240 1.3073 4.5409 0.542 -0.177 0.383 -0.81
C 4.7411 2.4713 3.8587 0.477 0.281 0.088 -0.49
C 3.8352 3.0027 2.9484 -0.113 0.336 -0.402 -0.99
C 2.6183 2.3683 2.7341 -0.780 0.186 -0.553 -0.18
C -0.7025 1.4588 3.6634 -0.578 0.372 0.236 0.74
C -1.7307 0.9578 4.4923 0.847 -1.535 -0.249 -0.29
C -2.7529 1.7514 4.9719 -0.784 -0.229 0.511 -0.68
C -2.7957 3.0967 4.6497 -0.865 0.352 0.480 -0.61
C -1.8075 3.6372 3.8493 -0.088 1.305 -0.337 -0.70
C -0.7909 2.8469 3.3694 1.893 -0.486 -1.110 -0.35
C 0.6046 -1.1995 3.9501 -0.159 -1.114 0.162 0.00
C 0.5720 -2.4828 3.3220 0.001 1.676 -0.964 -0.38
C 0.5369 -3.6473 4.0621 -0.073 -1.147 -0.921 -0.53
C 0.5392 -3.6116 5.4430 -0.023 -0.578 0.952 -0.60
C 0.5785 -2.3931 6.1030 0.025 0.295 0.248 -0.75
C 0.6112 -1.2140 5.3627 -0.013 1.053 -0.083 -0.19
H 2.9893 -0.2604 4.8754 0.221 0.798 -0.467 0.30
H 5.1456 0.8801 5.2595 -0.542 0.240 -0.502 0.42
H 5.7063 2.9728 4.0284 -0.568 -0.307 -0.071 0.40
H 4.0838 3.9224 2.3910 -0.196 -0.609 0.377 0.42
H 1.9236 2.8044 1.9845 0.533 -0.315 0.557 0.05
H -1.7188 -0.1180 4.7699 -0.023 0.884 -0.159 0.34
H -3.5369 1.3082 5.6169 0.635 0.330 -0.478 0.45
H -3.6148 3.7301 5.0370 0.610 -0.413 -0.267 0.41
H -1.8364 4.7204 3.5946 0.092 -0.971 0.231 0.45
H 0.0026 3.3143 2.7253 -0.863 -0.424 0.822 0.29
H 0.5790 -2.5156 2.2047 0.087 -0.118 0.924 0.35
H 0.5078 -4.6339 3.5433 0.063 0.936 0.450 0.40
H 0.5123 -4.5462 6.0379 0.026 0.675 -0.563 0.41
H 0.5842 -2.3464 7.2034 0.005 -0.023 -0.692 0.44
H 0.6424 -0.2515 5.8989 -0.020 -0.521 -0.202 0.53


[2]
135
Properties=species:S:1:pos:R:3:forces:R:3:mulliken_charge:R:1 method="wB97M-V/def2-TZVPD" e_above_lowest_kcal_mol=731.1 energy_ha=-5296.30417 homo_energy_ev=-4.80 molar_mass_g_mol=945.202 homo_lumo_gap_ev=2.03
Ca 4.5370 -1.0484 1.5806 -0.643 -0.838 -0.568 1.28
Ca 1.0206 -5.1145 -1.1291 0.723 0.951 0.613 1.20
Ca 0.2916 3.2263 -2.9852 0.015 -1.200 0.809 0.84
P 0.3763 -0.5108 -0.5973 1.108 -1.359 0.437 0.68
O 0.2641 -1.2934 -1.8807 -1.013 -1.055 -1.602 -0.63
O 0.7161 -1.5378 0.5179 -0.516 0.591 0.436 -0.79
O -0.6621 0.6124 -0.4714 -0.521 -0.156 0.250 -0.57
O 1.6304 0.3738 -0.7585 2.059 1.818 0.036 -0.54
P 5.5510 -5.6640 0.4429 -1.117 0.313 -1.260 0.82
O 4.8973 -4.5955 -0.4866 0.111 -0.303 -0.700 -0.61
O 6.5474 -6.7001 -0.0884 -0.256 1.077 0.262 -0.59
O 4.3297 -6.5823 0.6925 -1.138 -0.523 0.002 -0.51
O 5.9501 -4.8447 1.6347 1.071 0.736 1.510 -0.60
C -3.8050 0.5567 6.8283 -0.901 -0.454 -0.333 -0.51
C -3.2187 0.3241 8.2101 -0.034 -0.314 0.114 -0.56
C -2.4040 1.5966 8.4501 -0.637 -0.823 -0.356 -0.38
O -2.1611 2.1101 7.1386 0.774 1.363 0.162 -0.40
C -2.7053 1.2927 6.1322 0.289 -1.040 -0.295 -0.44
H -4.6864 1.1975 6.8034 -0.146 0.021 0.427 0.25
H -4.0767 -0.3574 6.3004 0.020 -0.114 0.107 0.34
H -2.5571 -0.5394 8.1405 0.158 -0.029 0.036 0.25
H -3.9161 0.1002 9.0173 -0.184 0.163 -0.147 0.34
H -1.4990 1.3394 9.0004 0.346 0.307 -0.284 0.26
H -2.9705 2.3072 9.0520 0.011 0.288 -0.180 0.28
H -1.9555 0.6093 5.7336 0.393 -0.347 0.285 0.27
H -3.0458 1.7710 5.2138 -0.077 0.978 0.453 0.31
C -8.0065 -0.0981 0.8468 1.006 0.906 -0.202 -0.51
C -9.0779 -0.2718 1.9033 0.818 -0.187 0.256 -0.56
C -10.2944 0.3369 1.2104 0.904 -0.695 0.090 -0.39
O -9.7666 1.2230 0.2104 -1.491 -0.240 -0.563 -0.40
C -8.3664 1.2648 0.3083 0.040 0.246 0.378 -0.43
H -8.0616 -0.7983 0.0133 -0.208 -0.272 0.166 0.26
H -6.9757 -0.0836 1.2008 -0.032 -0.275 0.258 0.33
H -8.8214 0.3022 2.7937 0.162 -0.044 0.058 0.25
H -9.1172 -1.3273 2.1723 -0.622 0.081 0.148 0.31
H -10.9199 0.8786 1.9199 -0.259 -0.069 -0.281 0.28
H -10.7706 -0.5346 0.7611 -0.771 0.507 -0.376 0.28
H -8.1838 2.0747 1.0145 0.812 0.046 0.217 0.27
H -7.8829 1.5062 -0.6383 -0.349 -0.004 -0.151 0.30
C 4.7596 0.1673 -7.8888 2.221 -0.931 0.894 -0.50
C 4.3412 1.1783 -8.8566 0.009 0.906 -1.410 -0.55
C 3.6256 2.2332 -8.0413 -0.250 -0.628 0.187 -0.40
O 3.4102 1.6328 -6.7079 0.226 0.432 -1.279 -0.39
C 3.7191 0.2269 -6.8260 -0.591 0.067 -0.185 -0.47
H 5.6734 0.4267 -7.3541 0.416 0.357 -0.353 0.23
H 5.0035 -0.7635 -8.4008 -0.502 -0.378 0.417 0.34
H 3.6610 0.7232 -9.5765 -0.082 0.032 -0.092 0.27
H 5.1686 1.6063 -9.4225 0.023 -0.052 -0.053 0.30
H 2.7021 2.4298 -8.5858 -0.434 0.305 0.646 0.26
H 4.2169 3.1487 -8.0259 -0.133 0.028 0.735 0.30
H 2.8647 -0.3340 -7.2048 -0.523 -0.051 0.573 0.26
H 4.0916 -0.1235 -5.8634 -0.420 -0.054 -0.026 0.35
C -5.2485 1.3128 -7.1419 0.011 -0.615 0.341 -0.50
C -5.2847 2.7240 -7.5892 0.839 1.673 0.793 -0.53
C -3.7399 3.0538 -7.5196 -0.845 1.158 -1.530 -0.54
O -3.2338 2.4418 -6.3734 -0.691 -0.134 0.181 -0.34
C -3.9449 1.2335 -6.2815 -0.842 -1.930 -0.009 -0.47
H -5.2214 0.6912 -8.0369 0.273 -0.365 0.225 0.27
H -6.1677 1.0797 -6.6046 0.221 -0.311 0.198 0.29
H -5.7962 3.3312 -6.8424 0.045 0.172 0.119 0.25
H -5.8647 2.8468 -8.5038 0.674 0.224 -0.309 0.34
H -3.4299 4.0983 -7.4855 -0.438 0.147 0.072 0.35
H -3.3000 2.6626 -8.4370 0.343 -0.399 -0.137 0.27
H -4.1869 0.9590 -5.2548 0.182 0.441 0.185 0.32
H -3.3448 0.4084 -6.6652 0.280 -0.042 -0.079 0.27
C -4.1650 8.2114 0.1144 0.135 0.276 -0.755 -0.51
C -3.8860 8.9187 -1.1991 -0.018 2.317 0.558 -0.61
C -3.7897 7.8432 -2.1835 -0.383 -0.632 0.251 -0.42
O -3.0880 6.8123 -1.4564 -0.247 -0.514 -1.183 -0.36
C -3.3066 6.9839 -0.0699 0.393 -0.097 1.179 -0.44
H -5.2186 7.9321 0.1062 -0.045 0.128 0.567 0.28
H -3.8390 8.8224 0.9561 -0.501 -0.185 0.135 0.28
H -2.9577 9.4846 -1.1202 0.104 0.093 -0.050 0.29
H -4.6871 9.6006 -1.4843 0.061 0.271 0.138 0.33
H -3.3508 8.1319 -3.1386 0.600 -0.404 0.233 0.31
H -4.8350 7.6219 -2.3990 -0.127 -1.022 -0.219 0.27
H -2.3478 7.0914 0.4372 0.330 0.252 -0.194 0.29
H -3.7512 6.1437 0.4635 -0.256 -0.522 -0.683 0.28
C 9.9018 0.6754 -2.8023 0.495 -1.039 -0.623 -0.45
C 9.1744 1.9610 -3.0791 -0.116 0.617 -1.135 -0.53
C 8.0187 1.9439 -2.0957 0.263 -0.735 0.376 -0.41
O 8.1562 0.6722 -1.3850 -0.870 0.700 0.658 -0.37
C 8.8299 -0.2474 -2.2542 -0.208 1.152 0.334 -0.47
H 10.6436 0.8802 -2.0303 0.077 -0.386 0.047 0.24
H 10.3798 0.2050 -3.6616 0.233 0.336 -0.120 0.31
H 8.7478 2.0016 -4.0813 0.139 -0.257 -0.199 0.23
H 9.8288 2.8317 -3.0364 -0.045 0.009 0.371 0.31
H 7.0782 1.9969 -2.6443 -0.237 -0.265 0.128 0.27
H 8.0389 2.7952 -1.4153 0.036 -0.379 0.422 0.28
H 8.0823 -0.5975 -2.9659 0.253 -0.069 -0.569 0.27
H 9.2152 -1.1224 -1.7307 -0.108 0.282 0.381 0.31
C -3.2148 -9.6631 1.1283 -0.427 1.067 -1.027 -1.03
C -2.1533 -8.6677 0.5492 0.524 -0.875 1.023 -0.68
N -2.5324 -7.2870 0.2548 -0.606 -0.445 1.376 -0.06
C -3.5570 -7.3066 -0.7830 -0.018 0.330 -0.927 -0.38
C -3.7332 -6.0320 -1.5787 -0.296 1.130 0.297 -1.23
C -3.0840 -6.5995 1.4916 1.230 1.030 -0.754 -0.25
C -2.2463 -6.6924 2.7663 0.242 -1.015 -0.434 -1.33
H -4.1372 -9.6106 0.5499 0.021 -0.389 -0.324 0.28
H -3.5620 -9.3615 2.1166 0.473 -0.141 0.247 0.24
H -2.8331 -10.6840 1.1193 -0.029 0.131 0.142 0.40
H -1.3868 -8.6957 1.3237 0.304 0.505 -0.053 0.36
H -1.6315 -9.0413 -0.3318 -0.381 -0.330 -0.158 0.49
H -4.5129 -7.6310 -0.3718 -0.248 0.054 0.039 0.27
H -3.3216 -7.9841 -1.6037 0.382 -0.814 0.557 0.38
H -4.6826 -6.0786 -2.1121 -0.063 0.067 0.008 0.34
H -2.9761 -5.8371 -2.3382 0.287 -0.397 0.042 0.26
H -3.7381 -5.1295 -0.9677 -0.231 0.022 0.157 0.33
H -3.0644 -5.5519 1.1913 -0.639 0.101 0.096 0.39
H -4.0847 -6.9108 1.7912 -0.345 -0.092 -0.557 0.26
H -2.5103 -5.9380 3.5073 -0.203 -0.041 -0.183 0.37
H -2.4459 -7.6870 3.1652 0.217 0.065 0.513 0.28
H -1.1705 -6.6389 2.5994 0.018 0.168 -0.166 0.33
C 4.3901 3.1587 4.5302 0.384 -0.416 -0.111 -1.30
C 4.5873 2.0013 5.5332 0.244 0.494 -0.775 -0.42
N 5.6267 0.9971 5.2022 0.089 0.824 -0.868 0.01
C 6.9490 1.7263 5.0019 -0.150 -1.495 0.376 -0.49
C 8.1768 0.7564 4.8799 -1.597 0.509 0.212 -1.27
C 5.6674 -0.0267 6.2525 0.472 -0.199 -0.646 -0.50
C 4.3677 -0.7935 6.4774 -0.002 -0.036 0.093 -1.25
H 4.1143 2.7748 3.5480 -0.258 -0.113 -0.036 0.29
H 5.2573 3.7904 4.3377 0.104 -0.023 0.386 0.35
H 3.5856 3.7917 4.9044 -0.010 -0.014 -0.102 0.40
H 4.8298 2.4415 6.5004 -0.089 0.071 0.432 0.35
H 3.5957 1.5513 5.5799 0.230 -0.399 0.288 0.35
H 6.8993 2.3304 4.0960 -0.225 -0.082 0.073 0.35
H 7.0638 2.3961 5.8542 0.281 0.258 0.179 0.37
H 9.0730 1.2954 4.5726 -0.092 -0.081 0.079 0.38
H 8.3266 0.2328 5.8240 0.301 0.115 -0.080 0.32
H 7.8998 0.0092 4.1362 0.303 -0.078 -0.150 0.31
H 6.0952 0.3791 7.1692 -0.369 0.335 0.570 0.39
H 6.4155 -0.7717 5.9816 -0.037 -0.040 -0.341 0.39
H 4.6370 -1.6687 7.0687 -0.272 0.040 0.204 0.40
H 3.9175 -1.1835 5.5645 0.316 0.047 -0.345 0.26
H 3.5522 -0.2505 6.9551 0.291 0.129 0.285 0.34